No. 1
Density functional theory data (ωB97M-V/def2-TZVPD) for C6H25BO11Zr as an isolated structure.

HOMO energy (alpha / beta): -0.368 / -0.455 hartree
energy: -1142.8548 Eh

Geometry as ORCA input:
```
! wB97M-V def2-TZVPD RIJCOSX def2/J DEFGRID3
* xyz 1 2
C -2.878 1.084 -1.456
O 1.832 -3.260 -0.241
O -5.018 2.549 -3.711
H 0.781 0.338 -0.426
C 3.461 1.461 -0.578
H 1.156 -2.236 -2.345
C 3.785 2.970 -0.835
O 0.192 0.944 3.223
H 0.661 -2.308 3.692
H -4.608 0.516 -0.184
H 1.102 0.799 3.479
H 0.515 -1.342 -0.105
H -0.369 -0.101 0.892
C -4.268 0.337 -1.204
B 0.527 -0.365 0.351
H 0.054 0.357 2.480
H -0.298 -2.744 2.606
O 3.432 0.639 -1.433
H 1.395 -3.716 -0.960
H -2.103 0.397 -1.795
H 1.162 -0.814 -2.866
H -1.708 -0.661 1.387
O 3.133 -1.808 1.692
H -2.402 -1.995 1.566
H 3.946 -1.644 2.170
H -4.135 -0.732 -1.370
C -4.499 1.831 -2.860
H 1.318 -0.423 1.083
O -3.197 1.939 -2.459
H 2.245 -3.957 0.269
H 2.578 -2.273 2.318
O 1.529 -1.370 -2.178
H 3.739 3.585 0.064
Zr 2.529 -1.094 -0.256
O -5.069 0.961 -2.137
C -2.429 1.871 -0.203
H 4.751 2.986 -1.340
H -2.145 1.253 0.649
O 3.258 0.907 0.490
O -2.569 -1.053 1.538
O 0.528 -2.281 2.745
H -1.651 2.620 -0.357
H 3.035 3.388 -1.506
H -3.300 2.446 0.111
*
```



No. 2
Density functional theory data (ωB97M-V/def2-TZVPD) for a 6-piece molecular cluster, C6H25NO6 overall.

HOMO energy: -0.335 hartree
SMILES string: CCC[C@@H](CO)NC.O.O.O.O.O
energy relative to the best compared isomer or geometry (same formula, charge and spin): 4.481 eV
energy: -749.6596 Eh

Geometry as ORCA input:
```
! wB97M-V def2-TZVPD RIJCOSX def2/J DEFGRID3
* xyz 0 1
O -1.039 0.639 -2.111
H 0.887 -1.735 3.818
C 1.076 1.305 2.332
H -2.051 -3.472 -0.055
H -2.708 -2.112 0.830
H 0.268 1.125 -0.740
C -1.824 -2.790 0.662
O -3.443 2.071 -0.791
H 1.503 2.010 1.579
H 0.256 -2.334 2.636
O 0.027 4.132 -0.529
H -1.736 -1.180 -2.173
H 1.362 -0.008 -0.152
H 4.303 -1.020 -0.609
N -0.616 -2.046 0.364
H 2.168 -0.060 -1.749
H 3.533 0.186 0.027
O 3.653 -0.742 0.103
H -0.905 1.374 1.386
H -0.039 -1.280 -2.271
H -2.777 1.410 -0.682
H 1.060 1.803 3.401
H -1.768 -0.315 -0.009
H 0.683 3.441 -0.686
C -0.811 -0.637 -0.254
H -0.897 0.670 -3.053
C -0.825 -0.794 -1.758
O 0.735 -2.570 3.394
C 0.422 0.412 0.102
O 1.925 -0.183 -2.733
H -0.339 -0.333 2.085
H -1.909 -3.396 1.640
H -0.615 3.639 -0.087
C -0.062 0.673 1.582
H -3.167 2.672 -1.416
H 1.851 0.623 2.537
H 2.750 -0.631 -3.009
H -0.078 -2.631 -0.305
*
```



No. 3
Density functional theory data (ωB97M-V/def2-TZVPD) for a 6-piece molecular cluster, C6H25NO6 overall.

HOMO energy: -0.351 hartree
SMILES string: COC[C@H](C)N.CCO.O.O.O.O
energy relative to the best compared isomer or geometry (same formula, charge and spin): 2.307 eV
energy: -749.7395 Eh

Geometry as ORCA input:
```
! wB97M-V def2-TZVPD RIJCOSX def2/J DEFGRID3
* xyz 0 1
N 2.647 0.879 3.496
H 0.116 1.895 3.442
H 2.393 0.864 4.474
H 2.359 2.998 3.301
H -2.528 -2.100 -3.671
H 0.988 -0.733 -0.253
H 1.338 0.008 -2.726
C 2.179 2.041 2.812
H 2.565 -1.558 1.486
C -3.430 -4.108 -3.534
O 0.020 3.049 1.836
H 4.000 2.015 1.657
C 0.618 1.943 2.476
H 2.228 -0.687 -3.734
H -2.346 0.478 -0.462
H 0.392 0.998 1.981
H 3.637 0.845 3.301
H -2.035 -0.578 0.577
H -4.095 -2.144 -2.943
O 1.654 0.071 -3.627
O 1.720 -1.121 1.591
O -2.012 -0.414 -0.366
H -2.473 -4.600 -3.707
O -2.502 -2.813 -1.859
H 2.453 1.734 0.740
H 2.953 3.310 1.201
C 2.948 2.276 1.546
C -1.034 2.589 0.934
O 0.703 -0.285 -1.050
H -0.592 1.996 0.134
H -3.845 -4.037 -4.539
H -1.507 3.344 0.307
H -1.746 2.029 1.541
H -0.248 -0.394 -1.060
H 1.910 -0.360 2.140
H -4.021 -4.763 -2.894
C -3.167 -2.710 -3.032
H -2.237 -1.957 -1.515
*
```



No. 4
Density functional theory data (ωB97M-V/def2-TZVPD) for a 8-piece molecular cluster, C6H25NO8 overall.

HOMO energy: -0.310 hartree
SMILES string: NCC/C=C/C=C/O.O.O.O.O.O.O.O
energy relative to the best compared isomer or geometry (same formula, charge and spin): 0.878 eV
energy: -900.2693 Eh

Geometry as ORCA input:
```
! wB97M-V def2-TZVPD RIJCOSX def2/J DEFGRID3
* xyz 0 1
C 0.231 -1.140 -2.112
C -0.610 -0.152 -2.411
O -1.410 3.138 -0.810
H 2.752 -2.036 0.397
H 3.295 0.246 0.063
H -1.908 1.332 0.484
H 1.009 -2.918 -3.020
C 0.117 -2.590 -2.491
O 0.459 -0.629 2.091
H -3.445 1.069 0.714
C -1.491 1.987 -1.556
O -2.570 0.993 1.110
H -2.474 1.992 -1.985
H -2.399 -1.971 2.576
H 0.401 0.158 2.654
H -0.468 -0.944 2.098
H -2.430 -0.619 1.631
C -0.026 -3.488 -1.244
H -1.553 1.792 2.590
O 2.895 -1.312 1.015
H -1.018 -3.625 -0.842
O 1.318 2.821 0.997
H -1.482 -0.437 -2.993
H 1.173 -0.961 -1.600
O -2.251 -1.564 1.742
N 0.802 -2.991 -0.101
H 3.004 0.889 -1.264
H 0.499 1.493 -1.550
C -0.473 1.203 -1.890
H 2.064 3.407 1.128
H -0.505 3.246 -0.455
H -0.229 2.574 2.123
H 2.074 -1.159 1.519
H 0.271 -2.212 0.255
H -0.744 -2.783 -3.123
H 0.351 -4.479 -1.498
H 0.896 -3.698 0.619
O 3.033 1.108 -0.326
O -0.640 2.027 2.802
H 1.773 2.047 0.589
*
```



No. 5
Density functional theory data (ωB97M-V/def2-TZVPD) for C6H26B2InO6 as an isolated structure.

HOMO energy: -0.472 hartree
energy relative to the best compared isomer or geometry (same formula, charge and spin): 2.818 eV
energy: -934.7209 Eh

Geometry as ORCA input:
```
! wB97M-V def2-TZVPD RIJCOSX def2/J DEFGRID3
* xyz 1 1
C -17.454 17.391 16.182
H -11.893 13.608 21.688
H -13.685 15.794 20.939
H -16.568 17.871 20.384
H -15.108 14.785 15.259
H -15.302 13.882 20.387
O -16.611 15.697 17.972
O -14.077 13.478 18.782
H -17.713 18.231 16.826
H -15.679 13.091 14.793
H -18.101 17.276 15.312
H -13.801 12.667 18.348
C -14.652 13.091 20.013
H -15.230 12.180 19.861
H -12.819 11.914 20.955
O -15.353 18.305 18.753
H -15.184 13.566 16.461
H -13.700 18.285 21.221
H -17.040 15.039 18.523
C -15.605 18.323 20.146
O -14.043 16.442 20.328
H -15.245 19.199 18.420
B -15.045 13.717 15.401
H -15.750 19.345 20.496
C -14.500 17.567 21.036
C -13.493 12.758 21.102
H -14.894 17.287 22.013
H -17.922 15.321 16.444
H -14.042 13.399 15.163
B -12.899 16.191 14.433
O -12.748 13.929 21.391
H -12.301 16.718 15.160
H -13.882 16.618 14.555
H -18.652 16.210 17.651
C -17.709 16.160 17.107
H -15.936 17.841 14.981
H -14.134 12.538 21.955
H -12.434 16.208 13.459
H -13.018 15.160 14.725
In -13.694 15.985 17.385
O -16.063 17.423 15.835
*
```



No. 6
Density functional theory data (ωB97M-V/def2-TZVPD) for a 6-piece molecular cluster, C6H26N2O5 overall.

HOMO energy: -0.302 hartree
SMILES string: CN[C@H](C)CN(C)C.O.O.O.O.O
energy relative to the best compared isomer or geometry (same formula, charge and spin): 1.664 eV
energy: -729.8716 Eh

Geometry as ORCA input:
```
! wB97M-V def2-TZVPD RIJCOSX def2/J DEFGRID3
* xyz 0 1
H -0.700 -0.060 -1.588
H -3.978 0.983 -1.932
C -1.278 -2.477 -1.208
N -0.688 -1.661 -0.180
H 2.829 -0.714 2.930
H 2.757 2.091 0.797
C 1.877 -0.692 -1.468
H 2.088 -1.681 -1.075
H -0.393 2.747 0.388
O -3.408 1.571 -2.435
H -1.399 3.295 -0.655
H -1.015 0.369 0.014
C 2.543 2.111 -0.271
H 3.980 0.145 2.234
O 3.055 0.109 2.471
H -2.299 -1.316 1.117
O 1.655 -2.265 2.841
H 3.356 1.730 -0.878
O -3.706 1.370 0.482
N 1.186 1.529 -0.444
H -2.807 1.645 0.740
H 0.926 1.847 -1.376
H 1.336 -0.686 -2.410
H -0.537 -2.995 -1.829
H -3.044 2.151 -1.765
H 2.058 -3.079 2.536
H -1.918 -1.985 -1.955
O -1.342 2.885 0.214
H -4.254 1.681 1.206
C -1.305 -1.786 1.114
H 0.956 -2.049 2.218
H -1.250 -2.804 1.488
H 2.857 -0.251 -1.678
H 2.358 3.167 -0.485
C 1.107 0.067 -0.374
H -0.767 -1.231 1.894
C -0.369 -0.300 -0.575
H 1.417 -0.211 0.629
H -1.887 -3.249 -0.736
*
```



No. 7
Density functional theory data (ωB97M-V/def2-TZVPD) for a 7-piece molecular cluster, C6H26NO7 overall.

HOMO energy: -0.175 hartree
energy relative to the best compared isomer or geometry (same formula, charge and spin): 3.060 eV
energy: -825.6135 Eh

Geometry as ORCA input:
```
! wB97M-V def2-TZVPD RIJCOSX def2/J DEFGRID3
* xyz -1 1
H -1.108 1.331 2.589
C 1.007 -0.678 1.406
H 3.254 1.473 2.007
H -1.014 -3.091 -1.529
H 2.259 -0.110 -1.820
C -0.889 -2.164 -0.864
O 3.155 2.351 1.671
C -1.797 -2.132 0.366
O 0.335 2.716 0.291
O -2.858 1.463 0.038
H -3.091 -0.126 -0.999
H -2.846 -1.855 0.155
H -0.699 3.958 -1.023
H -1.782 -3.101 0.836
O -3.472 -0.326 -1.850
O 2.389 -0.971 1.850
O -1.215 3.600 -1.742
C 2.327 -0.213 -0.762
H 0.494 -1.542 1.899
H 3.032 -0.962 -0.462
H 1.566 -2.072 -2.360
H -1.229 -1.393 -1.531
H -2.905 2.400 0.216
C 0.954 -0.612 -0.149
N 0.509 -1.971 -0.550
H 1.113 -3.719 -1.523
H 0.691 0.320 1.785
C 1.466 -2.632 -1.425
H -0.154 3.428 0.754
H 2.248 2.503 1.388
H 2.780 -0.174 2.183
H -1.089 2.666 -1.503
H -0.240 1.986 0.782
O -1.070 0.999 1.674
H -2.248 1.231 0.921
H -1.417 -1.451 1.118
H 2.418 0.836 -0.434
H 2.452 -2.845 -0.940
H 0.233 0.281 -0.366
H -3.557 0.598 -2.098
*
```



No. 8
Density functional theory data (ωB97M-V/def2-TZVPD) for C6H27B3FeNO2 as an isolated structure.

HOMO energy (alpha / beta): 0.099 / -0.065 hartree
energy: -1787.8791 Eh

Geometry as ORCA input:
```
! wB97M-V def2-TZVPD RIJCOSX def2/J DEFGRID3
* xyz -2 6
H 23.034 -27.290 21.264
H 17.487 -26.155 27.347
C 19.455 -25.959 25.930
H 20.946 -25.071 24.576
H 22.461 -29.390 28.179
H 23.265 -25.410 28.042
H 19.130 -26.824 25.351
C 18.233 -26.811 27.795
Fe 21.617 -26.516 27.967
H 21.662 -28.442 23.077
B 23.941 -26.161 28.420
O 19.490 -26.260 27.314
H 21.884 -26.038 29.913
H 21.779 -26.107 21.214
H 20.621 -26.934 23.324
C 21.780 -27.630 25.014
B 20.940 -25.544 29.743
H 18.793 -25.154 25.609
H 24.960 -26.000 28.102
H 22.653 -25.940 25.445
H 17.912 -26.656 28.825
H 23.433 -25.595 21.590
H 20.646 -24.893 30.552
C 21.561 -27.451 23.518
H 20.964 -28.204 25.452
H 21.026 -24.647 26.363
C 22.690 -26.376 21.749
H 23.609 -27.133 28.089
N 21.902 -26.427 25.913
O 22.490 -26.520 23.133
B 21.687 -28.721 28.520
H 21.102 -28.195 27.781
H 21.028 -29.410 29.025
H 23.959 -26.180 29.498
C 20.832 -25.408 25.607
H 22.016 -28.043 29.292
H 20.184 -26.278 29.512
H 21.072 -24.885 28.899
H 18.123 -27.848 27.477
H 22.598 -28.272 25.340
*
```



What did the eighth record say?
Density functional theory data (ωB97M-V/def2-TZVPD) for C6H27B3FeNO2 as an isolated structure.

HOMO energy (alpha / beta): 0.099 / -0.065 hartree
energy: -1787.8791 Eh

Geometry as ORCA input:
```
! wB97M-V def2-TZVPD RIJCOSX def2/J DEFGRID3
* xyz -2 6
H 23.034 -27.290 21.264
H 17.487 -26.155 27.347
C 19.455 -25.959 25.930
H 20.946 -25.071 24.576
H 22.461 -29.390 28.179
H 23.265 -25.410 28.042
H 19.130 -26.824 25.351
C 18.233 -26.811 27.795
Fe 21.617 -26.516 27.967
H 21.662 -28.442 23.077
B 23.941 -26.161 28.420
O 19.490 -26.260 27.314
H 21.884 -26.038 29.913
H 21.779 -26.107 21.214
H 20.621 -26.934 23.324
C 21.780 -27.630 25.014
B 20.940 -25.544 29.743
H 18.793 -25.154 25.609
H 24.960 -26.000 28.102
H 22.653 -25.940 25.445
H 17.912 -26.656 28.825
H 23.433 -25.595 21.590
H 20.646 -24.893 30.552
C 21.561 -27.451 23.518
H 20.964 -28.204 25.452
H 21.026 -24.647 26.363
C 22.690 -26.376 21.749
H 23.609 -27.133 28.089
N 21.902 -26.427 25.913
O 22.490 -26.520 23.133
B 21.687 -28.721 28.520
H 21.102 -28.195 27.781
H 21.028 -29.410 29.025
H 23.959 -26.180 29.498
C 20.832 -25.408 25.607
H 22.016 -28.043 29.292
H 20.184 -26.278 29.512
H 21.072 -24.885 28.899
H 18.123 -27.848 27.477
H 22.598 -28.272 25.340
*
```



What is the energy in the fourth record?
-900.2693 Eh



Which of these has the lowest energy?
C6H27B3FeNO2